No. 1
Formula: C44H58CaF12N2O41S4
Source: the OMol25 dataset
Level of theory: ωB97M-V/def2-TZVPD

Computed properties:
E_HOMO: -10.4 eV
F_max: 4.79 eV/Å
molecular weight: 1667.24 g/mol
orbital gap: 10.0 eV

The geometry in ORCA input format:
```
! RIJCOSX wB97M-V def2-TZVPD def2/J DEFGRID3
* xyz 0 1
Ca -3.241 -0.592 -0.288
C 0.812 -1.787 1.288
F -0.151 -1.927 2.171
F 1.803 -1.038 1.686
F 1.288 -2.977 0.959
S 0.048 -1.098 -0.359
O 1.048 -0.644 -1.293
O -0.791 -2.139 -0.924
N -1.176 0.130 0.081
S -0.297 1.434 -0.058
O 0.959 1.468 0.664
O -0.210 1.909 -1.419
C -1.393 2.736 0.888
F -2.521 2.922 0.220
F -1.473 2.276 2.132
F -0.814 3.934 0.941
C -2.270 0.225 -4.387
F -1.146 0.599 -3.799
F -2.389 1.011 -5.445
F -2.184 -1.037 -4.723
S -3.789 0.484 -3.171
O -3.297 1.453 -2.210
O -4.982 0.959 -3.809
N -3.935 -0.974 -2.290
S -4.885 -1.855 -3.326
O -6.285 -1.671 -3.015
O -4.601 -1.805 -4.733
C -4.353 -3.593 -2.818
F -5.252 -4.476 -3.246
F -3.198 -3.970 -3.421
F -4.208 -3.686 -1.489
C -2.209 4.573 -2.825
C -2.739 5.889 -3.354
O -3.556 5.460 -4.460
C -3.334 4.117 -4.706
O -3.733 3.566 -5.668
O -2.424 3.648 -3.830
H -2.762 4.402 -1.895
H -1.175 4.474 -2.487
H -2.049 6.671 -3.664
H -3.404 6.263 -2.575
C 1.757 -1.675 4.898
C 2.589 -2.898 4.443
O 1.672 -3.990 4.538
C 0.453 -3.552 4.855
O -0.475 -4.275 5.061
O 0.449 -2.218 4.963
H 1.745 -0.869 4.168
H 2.178 -1.316 5.836
H 3.382 -3.073 5.165
H 2.989 -2.785 3.437
C 0.883 3.104 -4.372
C 0.334 2.773 -5.774
O 1.398 3.317 -6.586
C 2.520 3.414 -5.878
O 3.613 3.617 -6.312
O 2.284 3.085 -4.591
H 0.650 2.311 -3.664
H 0.567 4.043 -3.917
H -0.597 3.290 -5.984
H 0.289 1.695 -5.918
C 2.274 4.766 3.570
C 1.206 3.662 3.574
O 1.669 2.841 4.646
C 2.782 3.335 5.213
O 3.389 2.775 6.077
O 3.167 4.460 4.615
H 1.682 5.669 3.731
H 2.813 4.847 2.630
H 1.183 3.203 2.584
H 0.215 4.093 3.711
C -0.328 -6.189 2.061
C -1.742 -5.715 1.749
C -2.690 -5.496 2.902
O -3.407 -4.329 2.469
C -2.729 -3.698 1.508
O -2.953 -2.633 1.000
O -1.680 -4.425 1.119
H -0.243 -7.175 2.509
H 0.096 -5.530 2.830
H 0.357 -5.955 1.245
H -2.239 -6.338 1.001
H -2.200 -5.371 3.869
H -3.322 -6.370 3.058
C -1.542 7.899 2.711
C -2.285 6.564 2.698
C -3.191 6.209 3.851
O -4.313 5.593 3.188
C -4.204 5.738 1.848
O -5.048 5.443 1.066
O -3.051 6.352 1.516
H -0.732 7.918 1.981
H -1.026 8.151 3.637
H -2.273 8.663 2.439
H -1.505 5.795 2.735
H -3.555 7.071 4.412
H -2.769 5.447 4.500
C 4.337 2.403 1.394
C 4.362 3.705 0.612
C 5.108 3.607 -0.702
O 4.205 4.098 -1.657
C 2.966 4.202 -1.171
O 2.031 4.590 -1.801
O 3.015 3.955 0.170
H 4.893 2.424 2.339
H 4.667 1.555 0.803
H 3.390 2.149 1.879
H 4.710 4.557 1.197
H 5.559 2.641 -0.935
H 6.011 4.226 -0.673
C 5.049 0.924 -3.302
C 4.183 -0.089 -2.567
C 4.589 -1.575 -2.744
O 4.713 -2.069 -1.436
C 4.658 -1.079 -0.520
O 4.767 -1.265 0.655
O 4.397 0.056 -1.121
H 4.644 1.100 -4.300
H 6.075 0.591 -3.459
H 5.046 1.882 -2.791
H 3.136 0.055 -2.820
H 5.516 -1.740 -3.297
H 3.778 -2.144 -3.202
C -6.492 0.881 5.343
C -6.186 1.205 3.902
C -5.434 2.512 3.720
O -4.336 2.171 2.877
C -4.266 0.864 2.717
O -3.450 0.381 1.967
O -5.318 0.239 3.256
H -7.273 1.549 5.708
H -5.663 0.876 6.052
H -6.883 -0.132 5.471
H -7.087 1.205 3.290
H -5.034 2.914 4.653
H -6.082 3.319 3.381
C 3.984 -7.231 -0.925
C 4.586 -5.882 -0.568
C 3.757 -5.020 0.407
O 4.577 -4.901 1.557
C 5.773 -5.504 1.356
O 6.629 -5.535 2.184
O 5.805 -6.104 0.160
H 3.096 -7.072 -1.539
H 3.767 -7.954 -0.138
H 4.664 -7.795 -1.571
H 4.879 -5.327 -1.454
H 2.770 -5.399 0.662
H 3.678 -4.044 -0.077
C -0.879 -6.830 -4.128
C -0.315 -5.533 -3.550
C -0.345 -5.487 -2.016
O 1.001 -5.250 -1.643
C 1.764 -5.054 -2.748
O 2.878 -4.650 -2.718
O 1.082 -5.519 -3.820
H -0.451 -7.700 -3.633
H -0.692 -6.924 -5.200
H -1.970 -6.874 -4.093
H -0.823 -4.637 -3.907
H -0.741 -6.456 -1.714
H -0.997 -4.668 -1.733
*
```

No. 2
Formula: C44H58F3IrN7O4
Source: the OMol25 dataset
Level of theory: ωB97M-V/def2-TZVPD

Computed properties:
E_HOMO (alpha / beta): -7.5 / -7.9 eV
F_max: 1.05 eV/Å
molecular weight: 998.20 g/mol
<S²>: 8.8246
relative energy (zero: lowest compared OMol25 entry of this formula, charge and spin): 12.3 kJ/mol
orbital gap (alpha / beta): 7.0 / 5.1 eV

The geometry in ORCA input format:
```
! RIJCOSX wB97M-V def2-TZVPD def2/J DEFGRID3
* xyz 0 6
Ir 0.101 -0.953 1.225
C 2.377 -3.463 1.993
N 1.323 -3.240 1.002
C 0.278 -4.252 1.180
C 1.900 -3.351 -0.341
C 1.202 -2.454 -1.336
N 1.244 -1.032 -0.961
C 0.620 -0.251 -2.046
C -0.838 -0.510 -2.271
C -1.313 -1.151 -3.369
C -2.700 -1.304 -3.578
C -3.579 -0.641 -2.710
C -3.167 0.065 -1.603
C -1.748 0.011 -1.276
O -1.298 0.367 -0.164
C -4.155 0.783 -0.698
C -5.527 0.913 -1.367
C -3.669 2.210 -0.373
C -4.321 -0.039 0.594
C -3.185 -2.168 -4.721
C -2.698 -1.587 -6.059
C -4.711 -2.283 -4.769
C -2.595 -3.579 -4.522
C 2.634 -0.579 -0.821
C 2.823 0.863 -0.440
C 3.533 1.693 -1.261
C 3.884 2.995 -0.874
C 3.485 3.425 0.396
C 2.779 2.643 1.287
C 2.428 1.291 0.878
O 1.843 0.471 1.649
C 2.329 3.230 2.620
C 2.856 2.393 3.801
C 0.791 3.271 2.635
C 2.838 4.661 2.817
C 4.708 3.866 -1.804
C 4.036 3.930 -3.186
C 6.104 3.234 -1.945
C 4.873 5.296 -1.281
H 2.912 -4.402 1.798
H 1.941 -3.527 2.985
H 3.092 -2.639 1.975
H 0.717 -5.259 1.202
H -0.430 -4.202 0.357
H -0.256 -4.077 2.112
H 1.838 -4.382 -0.710
H 2.960 -3.103 -0.285
H 0.150 -2.733 -1.415
H 1.680 -2.602 -2.319
H 1.164 -0.445 -2.983
H 0.744 0.804 -1.793
H -0.612 -1.580 -4.077
H -4.637 -0.699 -2.912
H -5.449 1.407 -2.339
H -6.172 1.519 -0.730
H -6.008 -0.058 -1.498
H -3.540 2.783 -1.296
H -2.728 2.202 0.167
H -4.411 2.717 0.244
H -4.745 -1.019 0.362
H -4.995 0.478 1.278
H -3.366 -0.185 1.092
H -3.071 -0.570 -6.197
H -3.069 -2.206 -6.878
H -1.610 -1.565 -6.119
H -5.181 -1.316 -4.957
H -5.105 -2.698 -3.840
H -4.993 -2.953 -5.581
H -1.518 -3.589 -4.693
H -3.056 -4.275 -5.225
H -2.781 -3.929 -3.504
H 3.165 -0.766 -1.766
H 3.108 -1.175 -0.042
H 3.846 1.312 -2.227
H 3.744 4.427 0.699
H 2.489 1.374 3.751
H 2.517 2.835 4.740
H 3.949 2.381 3.804
H 0.386 2.273 2.518
H 0.417 3.899 1.822
H 0.429 3.689 3.576
H 3.930 4.703 2.839
H 2.470 5.030 3.774
H 2.469 5.334 2.040
H 3.998 2.949 -3.660
H 4.601 4.595 -3.840
H 3.018 4.313 -3.103
H 6.045 2.240 -2.392
H 6.584 3.141 -0.969
H 6.732 3.860 -2.581
H 3.908 5.773 -1.102
H 5.405 5.890 -2.024
H 5.456 5.323 -0.359
F -4.198 -3.317 1.710
C -3.754 -3.554 0.468
F -4.709 -3.151 -0.389
F -3.639 -4.891 0.332
C -2.380 -2.863 0.164
O -1.961 -3.020 -0.982
O -1.891 -2.258 1.147
N -1.078 0.287 2.566
C -1.887 1.114 2.772
N -2.775 1.964 3.028
C -2.791 3.264 3.104
N -2.875 4.418 3.196
N -0.237 -2.337 8.801
C -0.168 -2.228 7.659
C -0.055 -2.088 6.238
C -1.090 -2.474 5.392
C -0.916 -2.326 4.026
N 0.210 -1.853 3.494
C 1.190 -1.465 4.306
C 1.107 -1.559 5.682
H -2.012 -2.873 5.788
H -1.708 -2.572 3.328
H 2.073 -1.052 3.835
H 1.926 -1.236 6.309
*
```